C30H30CaN8O6STe as an isolated structure. Source: the OMol25 dataset; level of theory: wB97M-V/def2-TZVPD.

Calculated values
F_max = 0.0129 Eh/bohr
Energy above the lowest of the compared OMol25 structures with the same formula, charge and spin = 87.69 kJ/mol
Highest occupied orbital energy = -1.241 eV
Electronic energy = -3394.843476 Eh
Charge = -2

Each line ends with the Löwdin charge.
CARTESIAN COORDINATES (ANGSTROEM)
H: 4.46 1.07 -4.02  0.078
C: 7.54 0.47 -2.85  -0.495
C: -3.57 -4.06 2.98  -0.133
N: 1.73 2.55 2.71  0.179
H: 3.52 -2.95 4.73  0.074
N: 3.50 -3.42 2.66  -0.023
H: 3.54 -1.35 0.16  -0.047
H: 1.41 3.00 3.56  0.086
C: -2.81 -4.11 0.72  -0.070
C: -1.07 4.25 1.05  -0.146
H: -4.06 -4.53 3.83  0.085
H: -4.37 -1.95 -4.99  0.103
C: -2.41 -2.10 2.05  -0.374
H: -1.50 3.68 4.38  0.098
H: -3.87 -5.74 1.64  0.078
C: -1.30 3.74 -0.31  -0.095
C: -1.22 4.21 3.48  -0.061
H: 8.59 0.28 -2.93  0.034
C: -1.53 -2.30 -0.34  -0.282
H: 1.89 3.19 1.95  0.100
H: 6.90 0.61 -4.91  0.079
O: -2.01 -0.89 2.24  -0.245
H: -1.40 1.91 -4.22  0.103
H: -2.70 -4.66 -0.21  0.091
C: 5.32 0.90 -3.38  -0.298
C: -0.70 5.49 3.53  -0.144
Te: 3.47 1.16 -0.79  0.543
H: -3.14 -2.25 4.05  0.101
C: -2.20 0.56 -5.70  -0.116
C: -1.40 3.52 2.25  -0.412
H: -3.94 -0.71 -1.72  0.065
C: -2.06 1.08 -4.42  -0.038
H: -0.31 6.06 0.23  0.099
C: -3.04 -0.53 -5.91  -0.122
H: -1.65 1.00 -6.52  0.085
H: -3.15 -0.94 -6.90  0.087
C: -0.34 6.17 2.37  -0.147
C: 5.20 0.90 -2.01  -1.108
N: -1.52 -2.90 -1.56  0.106
H: 0.29 1.01 4.15  0.102
O: 0.88 1.22 1.09  -0.181
O: -4.24 -1.19 -2.56  0.030
Ca: -1.40 0.66 0.80  1.419
C: 2.97 -3.56 3.99  -0.111
H: 0.55 -0.44 -1.88  0.083
C: -3.57 -0.58 -3.56  -0.291
C: -2.74 0.53 -3.34  -0.087
H: 2.99 -4.60 4.32  0.066
H: -0.51 -2.48 -3.41  0.106
H: 1.94 -3.21 3.97  0.077
O: -1.82 2.31 2.25  -0.215
H: 4.61 -2.55 0.68  0.077
N: 3.66 -2.24 0.67  0.145
C: 2.92 -2.48 1.80  -0.616
H: -0.57 5.97 4.50  0.084
H: -1.17 4.44 -1.14  0.115
C: -3.72 -1.10 -4.85  -0.041
C: -3.06 -2.79 3.11  -0.036
H: 4.49 -3.55 2.55  0.106
C: 1.01 1.46 2.30  -0.677
N: 0.54 0.61 3.26  0.186
C: -0.55 5.54 1.15  -0.085
C: -0.16 -1.20 -1.62  -0.117
C: -0.67 -2.21 -2.38  -0.086
C: -2.56 1.06 -1.95  -0.472
H: -0.06 -0.14 2.96  0.071
C: -2.28 -2.83 0.82  -0.070
C: -3.47 -4.74 1.77  -0.142
C: 6.64 0.66 -3.86  -0.252
O: 1.84 -1.99 2.04  0.043
O: -3.10 0.41 -0.97  -0.136
N: -1.65 2.54 -0.55  -0.110
H: 0.07 7.17 2.41  0.076
S: 6.75 0.60 -1.33  0.824
N: -1.86 2.17 -1.87  0.059
H: -2.13 -3.65 -1.84  0.133
N: -0.72 -1.26 -0.36  0.006



C30H30CaN8O6STe as an isolated structure in a non-equilibrium geometry. Source: the OMol25 dataset; level of theory: wB97M-V/def2-TZVPD.

Calculated values
F_max = 0.0482 Eh/bohr
Energy above the lowest of the compared OMol25 structures with the same formula, charge and spin = 213.21 kJ/mol
Highest occupied orbital energy = -0.254 eV
Electronic energy = -3394.795668 Eh
Charge = -2

Each line ends with the Löwdin charge.
CARTESIAN COORDINATES (ANGSTROEM)
H: 1.39 0.63 4.57  0.105
C: 2.46 1.86 -3.10  -0.034
O: 1.00 -1.79 1.49  -0.186
C: 1.09 -0.36 4.86  -0.030
N: 1.56 -1.41 -3.59  0.087
H: 1.60 5.14 -2.52  0.072
N: 1.83 0.22 2.25  0.061
H: 4.39 3.42 -0.17  0.100
C: -0.65 6.05 -4.81  -0.499
H: -2.49 -4.69 2.06  0.097
Te: -0.66 2.99 -1.36  0.783
H: 2.12 -3.85 -4.14  0.093
H: -2.55 -2.68 -3.49  0.089
H: 1.90 1.41 -3.91  0.116
O: 0.35 -3.54 3.22  0.026
C: -2.44 -0.12 2.38  -0.085
N: -2.60 -2.60 2.53  0.104
H: -2.90 -2.64 3.49  0.136
N: -2.17 -2.27 -2.65  0.163
C: -1.78 1.00 1.78  -0.372
C: 3.36 2.87 -3.34  -0.105
H: -0.23 -5.02 -2.91  0.064
O: 1.48 0.29 -1.62  -0.211
H: 1.37 6.76 -4.56  0.078
C: 2.95 1.94 -0.73  -0.165
C: -2.21 -1.47 1.87  -0.272
C: 1.14 -2.49 -3.00  -0.670
H: 4.79 4.23 -2.46  0.084
H: 0.27 -2.28 7.53  0.087
O: 0.57 -2.51 -1.87  -0.124
H: 1.19 -4.86 -1.88  0.075
H: -1.26 -2.63 -2.34  0.054
C: 4.07 3.43 -2.28  -0.130
C: 0.29 -2.94 5.50  -0.042
C: 0.58 6.11 -4.22  -0.259
C: -3.66 1.33 3.90  -0.149
H: -0.02 -3.95 5.73  0.102
H: -1.39 -3.67 -0.26  0.088
S: -1.65 4.89 -4.00  0.812
H: -3.30 0.69 -3.11  0.091
N: 1.23 -3.75 -3.69  -0.035
H: 1.28 -5.82 -3.38  0.065
N: -3.17 -0.29 -3.34  0.145
C: -1.76 -3.16 0.61  -0.147
C: 3.84 2.98 -1.00  -0.061
H: -4.00 -0.81 -3.53  0.076
C: 0.70 5.23 -3.11  -0.309
H: 1.98 -1.59 -4.50  0.041
H: 1.39 -0.24 -2.49  0.047
C: -0.41 4.47 -2.83  -1.072
C: -2.18 -0.90 -2.57  -0.632
C: -2.31 -3.68 1.74  -0.114
H: -1.64 3.13 1.85  0.076
N: 1.95 0.54 0.93  -0.084
H: -4.39 1.46 4.69  0.074
C: -3.36 0.07 3.42  -0.080
C: 0.52 -2.61 4.16  -0.283
C: 1.24 -0.94 2.43  -0.450
H: 0.95 0.04 6.96  0.086
C: 0.95 -1.30 3.84  -0.072
Ca: 0.18 -0.53 -0.14  1.361
H: -3.88 -0.78 3.84  0.089
O: -0.94 0.90 0.83  -0.355
H: 3.37 1.95 1.41  0.118
H: 3.53 3.22 -4.35  0.096
C: 0.84 -0.70 6.18  -0.117
C: 2.23 1.38 -1.81  -0.337
C: -3.03 2.44 3.33  -0.123
C: 0.45 -1.99 6.50  -0.121
C: 2.77 1.47 0.63  -0.079
H: -3.27 3.43 3.69  0.088
N: -1.70 -1.80 0.70  0.037
C: 0.86 -4.93 -2.92  -0.139
H: 0.56 -3.06 2.35  0.072
O: -1.42 -0.23 -1.91  -0.101
H: -1.03 6.61 -5.64  0.027
C: -2.12 2.28 2.31  -0.021



C30H30Cl2N3O5PtS as an isolated structure. Source: the OMol25 dataset; level of theory: wB97M-V/def2-TZVPD.

Calculated values
F_max = 0.0066 Eh/bohr
Highest occupied orbital energy = -10.008 eV
Electronic energy = -3139.350006 Eh
Charge = +1

Each line ends with the Löwdin charge.
CARTESIAN COORDINATES (ANGSTROEM)
H: -5.55 -1.58 1.42  0.138
H: 3.60 3.36 -0.10  0.097
H: 0.83 -3.26 -1.28  0.137
H: -5.71 3.37 1.94  0.119
C: -2.71 -3.43 1.87  -0.093
H: -6.78 3.33 -0.30  0.106
C: 5.28 -2.19 -0.11  -0.099
Cl: 5.45 -4.90 -0.13  0.681
H: -1.57 -1.70 2.43  0.138
Cl: 5.50 0.48 -0.01  0.730
H: -3.50 -0.22 1.64  0.131
C: -5.04 2.55 -1.30  -0.088
H: -0.79 -2.71 1.23  0.125
H: -3.16 1.77 -1.98  0.121
C: -5.76 2.99 -0.19  -0.076
S: 1.06 3.67 -1.34  1.101
C: 3.13 7.12 -0.88  -0.063
C: -5.17 3.02 1.06  -0.010
C: 1.20 -2.25 -1.09  -0.178
C: 2.12 6.22 -1.18  -0.073
H: 3.00 8.17 -1.10  0.112
C: 2.58 -2.16 -0.76  -0.130
H: 5.40 4.98 0.45  0.112
C: -2.43 5.56 -1.91  -0.062
C: -3.85 2.59 1.23  -0.292
C: 4.64 -1.00 -0.25  -0.572
C: 3.27 -3.39 -0.62  -0.067
C: -4.59 -1.98 1.10  -0.081
Pt: 0.77 0.63 -0.75  1.165
C: -1.25 4.85 -2.11  -0.080
C: 3.25 -0.92 -0.59  -0.363
H: 1.05 2.79 0.70  0.040
H: -4.74 -2.66 0.25  0.137
C: 3.48 4.42 -0.30  -0.071
N: -4.04 -2.83 2.23  0.053
N: 1.25 2.51 -0.26  -0.456
H: -2.89 -4.08 1.01  0.136
C: 4.48 5.33 0.00  -0.060
H: -3.93 -0.30 -0.05  0.129
H: -4.71 -3.55 2.49  0.180
C: -3.13 2.13 0.12  -0.118
O: 0.35 -1.34 -1.18  -0.167
O: -1.17 1.19 -0.76  -0.206
O: 2.73 0.23 -0.77  -0.226
C: 4.59 -3.41 -0.31  -0.668
H: 1.20 6.57 -1.64  0.112
H: 6.33 -2.21 0.14  0.114
C: -2.77 5.98 -0.63  -0.057
N: -2.25 -1.41 0.50  -0.033
C: -1.73 1.63 0.30  -0.605
H: 2.74 -4.32 -0.77  0.115
O: -3.33 2.61 2.47  0.057
C: -0.42 4.60 -1.03  -0.422
H: -2.21 6.04 1.44  0.117
H: -3.09 5.76 -2.74  0.113
H: -2.37 -4.03 2.72  0.135
C: -0.75 5.03 0.25  -0.068
H: 5.09 7.38 -0.05  0.110
H: -2.13 -1.75 -0.44  0.123
O: -1.21 1.63 1.43  0.002
C: -3.74 2.12 -1.13  -0.044
C: 2.30 4.88 -0.88  -0.376
C: -1.93 5.72 0.45  -0.052
H: -3.91 -2.22 3.04  0.182
C: 4.31 6.68 -0.29  -0.066
H: -2.39 2.28 2.36  0.068
H: -0.98 4.49 -3.10  0.115
C: -1.75 -2.29 1.53  -0.184
C: -3.57 -0.90 0.79  -0.183
H: -0.09 4.82 1.09  0.124
H: -5.51 2.53 -2.28  0.102
H: -3.70 6.51 -0.47  0.113



Let's list Kohn-Sham gap in order: 5.4; 4.6; 7.2 eV.